C2H9N4 | wB97M-V/def2-TZVPD

Values from the calculation:
net charge = +1
Kohn-Sham gap = 8.53 eV
LUMO energy = -4.999 eV
energy relative to the best compared isomer or geometry (same formula, charge and spin) = 39.1 kcal per mole
largest force on an atom = 2.364 eV Å⁻¹
HOMO level = -13.527 eV

Structure (XYZ):
```
15
Properties=species:S:1:pos:R:3:forces:R:3:lowdin_charge:R:1
C -0.1676 2.1287 0.3818 1.091 -0.467 0.679 0.1565
N 0.9926 1.7504 0.7863 -0.146 -0.358 -1.164 0.1658
H -0.9368 1.3894 0.1748 -0.033 0.025 0.278 0.0963
H -0.3583 3.1831 0.2919 -0.110 0.265 -0.338 0.1164
H 1.7835 2.3857 0.7149 -0.230 0.349 0.650 0.1511
H 1.2418 0.6961 0.8215 -0.731 0.609 -0.248 0.0985
N -1.4524 -1.2396 0.0736 2.195 0.620 -0.225 0.1108
C -0.2072 -1.0030 -0.5908 -1.797 -0.873 -1.263 -0.5521
N 0.9470 -0.8894 0.2923 -1.522 0.073 -0.651 0.0775
N -0.0992 -0.9240 -1.8702 1.099 -0.538 1.935 0.1235
H -2.0566 -1.8353 -0.4724 -0.246 0.022 0.315 0.1012
H -1.3184 -1.4756 1.0444 -0.564 -0.414 0.031 0.0834
H 0.8462 -1.5838 1.0190 -0.046 -0.047 0.374 0.1090
H 1.6675 -1.2388 -0.2954 1.233 -0.031 -0.542 0.0993
H -0.8820 -1.3440 -2.3718 -0.194 0.764 0.168 0.0627
```
Positions in Å, forces in eV/Å.